Below is 2 unconnected molecules or ions with the total composition C5H14, with properties calculated with ωB97M-V/def2-TZVPD.

CARTESIAN COORDINATES (ANGSTROEM)
C 1.890 -0.548 -1.127
C 1.631 0.759 -0.365
C 1.396 0.664 1.141
H 0.908 -1.055 -0.965
H 2.806 -0.989 -0.856
H 1.996 -0.450 -2.229
H 2.490 1.308 -0.590
H 0.693 1.376 -0.711
H 0.690 0.005 1.502
H 2.390 0.599 1.666
H 1.158 1.592 1.589
C -2.153 -0.124 0.769
C -2.563 -0.793 -0.473
H -1.442 -0.506 1.469
H -1.524 0.857 0.419
H -2.935 0.244 1.515
H -2.523 -1.812 -0.518
H -2.235 -0.427 -1.391
H -3.681 -0.488 -0.567

Highest occupied orbital energy, eV: -10.9
Largest force on an atom, Eh/bohr: 0.1029
Energy relative to the best compared isomer or geometry (same formula, charge and spin), kJ/mol: 180.4
Frontier orbital gap, eV: 12.07
SMILES string: CCC.CC
2S+1: 1
LUMO level, hartree: 0.0412